No. 1
# C27H43HoNOP2Si2

A structure of composition C27H43HoNOP2Si2 (ωB97M-V/def2-TZVPD, OMol25).

* frontier orbital gap (alpha / beta): 4.417 / 5.234 eV
* HOMO (alpha / beta): -8.0 / -8.8 eV
* lowest unoccupied orbital energy (alpha / beta): -0.1324 / -0.1323 hartree
* expectation value of S²: 6.1086
* relative energy (zero: lowest compared OMol25 entry of this formula, charge and spin): 0.060 eV
* spin multiplicity: 5
* total charge: +1

Element x y z (Å)
C 1.11182 1.78990 -4.18889
C 1.13476 2.24800 -2.87561
C -0.11958 2.69305 -2.32630
C -1.33400 2.01748 -2.78988
C -1.25648 1.26010 -3.98331
C -0.08763 1.31738 -4.75582
C -2.41539 1.97690 -1.91361
C -2.34434 2.60149 -0.66282
C -1.11745 3.32234 -0.34884
C -0.80717 3.55155 1.03721
C -1.86017 3.58057 1.94788
C -3.10273 3.01032 1.62272
C -3.27798 2.37364 0.38825
H 2.04173 1.74155 -4.75358
H -2.09605 0.60712 -4.27741
H -0.09002 0.96646 -5.78208
H -3.13298 1.17715 -2.03141
H -1.70126 4.02978 2.92776
H -3.91899 3.06132 2.34669
H -4.13150 1.69018 0.22763
N -0.18273 3.57427 -1.30723
Ho 0.50595 -0.70323 1.18935
C 2.39781 2.17907 -2.02758
H 2.46698 3.03127 -1.32735
H 3.27606 2.19982 -2.69882
C 0.64087 3.64177 1.48706
H 1.27974 4.07354 0.70157
H 0.70370 4.24573 2.40615
P 2.45545 0.54284 -1.01611
P 1.28714 1.92324 1.93763
C 0.72626 1.90891 3.68009
H 1.10913 1.01961 4.19110
H 1.15103 2.79491 4.16194
H -0.36613 1.93455 3.74484
C 3.03171 2.40672 2.21121
H 3.07948 2.98445 3.14500
H 3.64938 1.50719 2.32368
H 3.39650 3.01865 1.37298
C 2.75375 -0.61412 -2.41168
H 3.62440 -0.29927 -3.00474
H 2.94978 -1.61615 -2.01441
H 1.88129 -0.66924 -3.06766
C 4.21381 0.69250 -0.49234
H 4.40488 -0.02691 0.30940
H 4.89109 0.46179 -1.32660
H 4.44234 1.69090 -0.10568
C 2.62324 -1.23265 1.90024
O 3.69519 -1.38129 2.34411
H -0.73128 -1.54233 -0.09733
C -1.96048 -4.71296 -1.28650
Si -0.84869 -3.26427 -1.17902
C 0.89235 -3.69828 -0.65498
C -0.82513 -2.25112 -2.75183
C -1.66024 -2.20467 0.17589
Si -1.82434 -2.38798 1.97907
C -0.71813 -3.75392 2.60914
C -1.33759 -0.77668 2.87725
C -3.57656 -2.85839 2.35913
H -1.57196 -5.30763 -2.11833
H -2.98397 -4.38181 -1.50841
H -1.92264 -5.29252 -0.35644
H 1.08158 -4.58861 -1.26572
H 1.67761 -2.96847 -0.90504
H 1.00136 -4.02839 0.38618
H -1.76900 -1.71625 -2.91527
H -0.03210 -1.49624 -2.82568
H -0.70883 -2.95774 -3.58505
H -2.55497 -1.67450 -0.21620
H 0.31014 -3.45998 2.86335
H -1.19686 -4.09516 3.53614
H -0.70420 -4.60300 1.91430
H -1.70385 0.17577 2.44873
H -1.83930 -0.85973 3.84818
H -0.25331 -0.68794 3.21682
H -4.21712 -1.98073 2.51075
H -3.99668 -3.47282 1.55120
H -3.60851 -3.45877 3.27500

---

No. 2
# C39H111N9O12

A cluster of 12 separate species, C39H111N9O12 in total (ωB97M-V/def2-TZVPD, OMol25).

* frontier orbital gap: 9.219 eV
* HOMO: -8.7 eV
* lowest unoccupied orbital energy: 0.0184 hartree
* relative energy (zero: lowest compared OMol25 entry of this formula, charge and spin): 4.498 eV
* SMILES: COC[C@H](C)N.COC[C@H](C)N.COC[C@H](C)N.COC[C@H](C)N.COC[C@H](C)N.COC[C@H](C)N.COC[C@H](C)N.COC[C@H](C)N.COC[C@H](C)N.CO.CO.CO
* total charge: 0

Element x y z (Å)
C 3.23201 0.28769 -6.14092
O 3.40948 0.27501 -4.71833
C 4.09490 1.46655 -4.21414
C 3.99633 1.62862 -2.68731
C 2.58425 1.54486 -2.11165
N 4.67475 2.91271 -2.28950
H 2.90441 -0.73705 -6.31613
H 4.09035 0.57542 -6.74800
H 2.41037 0.95256 -6.40731
H 5.13087 1.37772 -4.54125
H 3.63306 2.36230 -4.62938
H 4.51301 0.79985 -2.20329
H 2.03057 0.71321 -2.54744
H 2.09274 2.49600 -2.31623
H 2.54838 1.33915 -1.04184
H 5.50715 3.15027 -2.80987
H 4.04064 3.66083 -2.53101
C 1.69503 5.85618 2.48069
O 2.36788 4.60727 2.52848
C 3.51940 4.52713 1.62407
C 4.12133 3.06793 1.59869
C 4.63802 2.62544 2.95834
N 5.18276 3.02329 0.58483
H 1.00105 5.78592 1.64310
H 2.29849 6.74161 2.28078
H 1.05279 6.03619 3.34281
H 3.20753 4.79612 0.61488
H 4.25657 5.27028 1.92806
H 3.37875 2.35935 1.23183
H 5.02884 1.60909 2.90941
H 3.84491 2.59531 3.70545
H 5.49569 3.21947 3.27397
H 5.60718 2.10689 0.59812
H 4.87728 3.12864 -0.37209
C -4.44598 -0.43743 4.89516
O -4.20476 0.82677 4.25258
C -5.27282 0.98559 3.33671
C -4.88164 2.03991 2.20509
C -5.97726 2.43930 1.25074
N -3.85777 1.40232 1.38218
H -5.28129 -0.28845 5.57938
H -3.51986 -0.62706 5.43777
H -4.51441 -1.27342 4.19908
H -5.46401 0.07689 2.76590
H -6.14884 1.38337 3.84903
H -4.39709 2.94079 2.58154
H -5.62310 3.29791 0.68025
H -6.77117 2.81379 1.89694
H -6.31362 1.61701 0.61922
H -3.21499 1.04633 2.07514
H -3.43421 2.20593 0.94071
C 4.56681 -2.47789 -2.93874
O 4.85956 -3.65164 -3.73193
C 4.68131 -3.38950 -5.13111
C 4.82583 -4.63843 -5.87392
C 6.23947 -5.28477 -5.80862
N 4.50648 -4.57394 -7.27019
H 5.27364 -1.65746 -3.06285
H 4.50706 -2.84383 -1.91374
H 3.56825 -2.19508 -3.27188
H 3.71888 -2.90686 -5.30116
H 5.39864 -2.63037 -5.44295
H 4.14958 -5.40024 -5.48605
H 7.03993 -4.54839 -5.87990
H 6.47345 -6.07223 -6.52505
H 6.48973 -5.82949 -4.89826
H 4.66789 -5.49996 -7.63969
H 3.50282 -4.50321 -7.18205
C -0.54068 -3.69987 -3.31972
O -0.48034 -4.27530 -1.99029
C 0.24768 -5.55387 -1.95864
C 1.03012 -5.77447 -0.62825
C 2.08093 -4.80178 -0.29742
N 1.58507 -7.05881 -0.58529
H -1.10960 -4.31031 -4.02101
H 0.42289 -3.46231 -3.77046
H -1.10340 -2.78059 -3.15731
H -0.49023 -6.35485 -2.00345
H 0.91810 -5.77515 -2.78910
H 0.24016 -5.77378 0.12278
H 2.74524 -4.76206 -1.16068
H 2.63281 -5.09443 0.59582
H 1.64455 -3.80901 -0.18750
H 0.82894 -7.72831 -0.57362
H 1.94643 -7.16557 0.35178
C 0.10878 -0.98564 -5.57341
O -0.99533 -1.82739 -5.87848
C -2.23369 -1.09390 -5.96731
C -3.42953 -2.08985 -6.11214
C -4.73355 -1.43073 -6.39710
N -3.59549 -3.01354 -5.00938
H 0.93723 -1.67005 -5.39076
H -0.01233 -0.48217 -4.61428
H 0.33589 -0.26049 -6.35488
H -2.30126 -0.45927 -5.08370
H -2.20061 -0.44037 -6.83904
H -3.17616 -2.69792 -6.98055
H -4.93280 -0.72024 -5.59486
H -5.54347 -2.15512 -6.48292
H -4.64165 -0.85389 -7.31738
H -3.53990 -2.39974 -4.20921
H -2.77140 -3.59475 -4.95303
C -2.06348 4.57101 0.92440
O -2.50376 3.46928 0.10945
C -1.80174 3.19838 -1.08983
C -2.51002 2.02266 -1.85123
C -3.94392 2.40234 -2.24932
N -2.52894 0.73032 -1.06826
H -2.19749 5.50728 0.38261
H -1.02898 4.37330 1.20519
H -2.57624 4.69384 1.87839
H -1.73911 4.08447 -1.72155
H -0.76245 3.05798 -0.79270
H -1.90474 1.72478 -2.70738
H -4.51652 1.54993 -2.61487
H -4.02671 3.19261 -2.99545
H -4.52214 2.86667 -1.45048
H -1.60132 0.58072 -0.69780
H -3.07596 0.92692 -0.24230
C -5.85877 4.48946 9.15224
O -4.90930 4.76951 8.15944
C -4.10251 3.63486 7.74228
C -3.09569 3.97333 6.60729
C -3.85248 4.44395 5.30272
N -2.37485 2.79264 6.13484
H -6.62740 3.79879 8.80541
H -6.39492 5.35301 9.54584
H -5.21763 4.07877 9.93222
H -3.52312 3.35251 8.62132
H -4.74149 2.78673 7.49637
H -2.41870 4.78204 6.88258
H -4.75239 3.83966 5.18834
H -3.22562 4.42070 4.41131
H -4.26630 5.42578 5.53267
H -2.98733 2.28847 5.50971
H -2.25274 2.20859 6.94975
C 0.72968 -1.28662 -1.26992
O 0.49578 -0.35853 -0.24756
C 0.40264 -0.76569 1.08503
C -0.33472 0.43168 1.82255
C 0.44266 1.71049 1.79053
N -0.58553 0.13374 3.26320
H 0.13446 -2.18011 -1.08153
H 1.77953 -1.56587 -1.35906
H 0.43456 -0.87838 -2.23653
H -0.15344 -1.69926 1.17055
H 1.33060 -1.03287 1.59060
H -1.28348 0.49140 1.28926
H 0.76056 2.01636 0.79379
H 1.41034 1.69651 2.29202
H -0.11127 2.55369 2.20319
H -1.00094 0.91792 3.74547
H 0.29046 -0.00781 3.74559
C 2.69829 -1.31581 6.11193
O 1.67552 -1.14972 5.14840
H 3.53955 -0.62912 6.01809
H 2.31541 -1.14066 7.11732
H 3.08686 -2.33371 6.08018
H 1.20911 -1.98776 5.10646
C 2.85822 -3.94662 3.20691
O 2.26132 -5.21783 3.52561
H 3.66774 -4.15594 2.50765
H 2.15412 -3.19560 2.84869
H 3.22012 -3.50601 4.13590
H 2.88688 -5.71066 4.06173
C -2.93860 -1.96390 1.99540
O -1.99760 -2.23214 3.00531
H -3.39297 -0.97640 2.07596
H -2.41255 -2.05446 1.04504
H -3.66516 -2.76872 2.10697
H -1.49006 -1.43530 3.17576

---

No. 3
# C15H23BClIO5

A cluster of 2 separate species, C15H23BClIO5 in total (ωB97M-V/def2-TZVPD, OMol25).

* frontier orbital gap: 9.635 eV
* HOMO: -9.8 eV
* lowest unoccupied orbital energy: -0.0065 hartree
* SMILES: C=CC(=O)OCCCCCCB(I)CC(=O)Cl.O=C1CCCO1
* total charge: 0

Element x y z (Å)
C 4.00980 -2.70653 -2.13433
C 3.84023 -2.37342 -0.86974
C 3.95646 -0.95923 -0.39744
O 4.67631 -0.62214 0.49129
O 3.19922 -0.06336 -1.09765
C 1.78612 -0.14173 -0.80077
C 0.96075 -0.06827 -2.08633
C 0.02354 1.14808 -2.18689
C -0.76173 1.46582 -0.90362
C -1.35244 0.23963 -0.21282
C -2.60162 -0.30642 -0.93024
B -2.95602 -1.81189 -0.75735
I -1.47014 -3.28906 -0.36485
C -4.45273 -2.32405 -0.91905
C -4.66979 -2.72831 -2.35824
O -4.07021 -3.55028 -2.95903
Cl -5.96441 -1.80291 -3.16911
H 3.95599 -3.74090 -2.44570
H 4.21279 -1.95916 -2.89024
H 3.66480 -3.12544 -0.10933
H 1.56575 0.67796 -0.11563
H 1.59099 -1.07966 -0.27034
H 1.67533 -0.02174 -2.91053
H 0.39906 -0.99444 -2.23010
H 0.61662 2.02408 -2.46184
H -0.66350 0.97796 -3.02118
H -0.13231 2.03831 -0.22463
H -1.58901 2.13183 -1.17083
H -0.61330 -0.55270 -0.09458
H -1.64429 0.53093 0.80010
H -3.47731 0.25609 -0.58330
H -2.53553 -0.09908 -2.00932
H -4.62256 -3.22779 -0.32875
H -5.16346 -1.55153 -0.63638
O -0.07613 4.21500 1.92197
C 0.23297 3.28700 2.60660
C 0.82642 3.28936 4.00227
C 1.36445 1.86774 4.15001
C 0.42782 1.08380 3.23686
O 0.06603 2.00367 2.19200
H 0.02177 3.50557 4.70767
H 1.58322 4.06433 4.08397
H 1.36953 1.49247 5.17082
H 2.38255 1.81504 3.76290
H -0.48582 0.76999 3.74704
H 0.89376 0.21539 2.77664

---

No. 4
# C5H6N

The ion C5H6N with charge +1 (ωB97M-V/def2-TZVPD, OMol25).

* frontier orbital gap (alpha / beta): 7.600 / 6.758 eV
* HOMO (alpha / beta): -14.0 / -13.3 eV
* lowest unoccupied orbital energy (alpha / beta): -0.2354 / -0.2419 hartree
* relative energy (zero: lowest compared OMol25 entry of this formula, charge and spin): 6.711 eV
* total charge: +1

Element x y z (Å)
C -0.13951 -0.02137 -1.19729
C 1.97918 -1.27886 0.01389
C -0.04803 -0.21658 0.31985
C 0.86012 -0.25453 -1.98412
C -0.97209 0.35165 1.18550
N 1.16181 -0.66979 0.61879
H -1.18252 0.04718 -1.47885
H 2.80401 -2.00227 -0.01200
H 1.79893 -0.42572 -2.41855
H -1.31404 -0.47281 1.93742
H -1.80470 0.75910 0.62622
H -0.40492 1.05378 1.85110

---

No. 5
# C29H43BiBr2ClN4O9P2

A structure of composition C29H43BiBr2ClN4O9P2 (ωB97M-V/def2-TZVPD, OMol25).

* frontier orbital gap: 7.747 eV
* HOMO: -10.3 eV
* lowest unoccupied orbital energy: -0.0934 hartree
* relative energy (zero: lowest compared OMol25 entry of this formula, charge and spin): 0.000 eV
* total charge: +1

Element x y z (Å)
Bi -0.99024 1.77457 0.94668
N -2.13435 0.66685 2.89320
N -1.41270 0.89727 4.05811
C -0.24599 1.68373 4.01922
O 0.49696 1.68698 4.99137
O -0.09350 2.38198 2.89846
H -3.07142 1.02031 2.93557
H -2.13833 -0.30841 2.63874
H -1.52983 0.29396 4.84175
C 0.38967 3.30053 -2.47210
C -0.95462 2.63486 -2.66069
C -1.44796 2.37966 -3.95964
C -2.70755 1.89866 -4.13335
C -3.54873 1.67107 -3.02317
C -4.89133 1.25366 -3.11176
Br -5.67045 0.90216 -4.79539
C -5.63892 1.09370 -1.98884
C -5.07126 1.31763 -0.71638
Br -6.13273 1.02572 0.81024
C -3.75212 1.69391 -0.54547
O -3.20033 1.85989 0.66545
C -2.99075 1.89833 -1.74814
N -1.69334 2.35360 -1.58963
H 0.77434 3.68290 -3.41903
H 1.13005 2.61629 -2.05151
H 0.29622 4.14166 -1.77100
H -0.81700 2.59777 -4.81924
H -3.09064 1.71060 -5.13194
H -6.67121 0.78839 -2.06366
C 5.57600 0.13044 -0.45332
C 4.61406 -0.29516 -1.54341
C 4.57501 -1.79534 -1.77919
O 3.25114 0.21691 -1.26869
P 2.22114 -0.17351 -0.17189
O 1.45604 0.99151 0.33695
C 1.16236 -1.40150 -0.97325
P -0.15540 -2.13590 0.02075
O -0.85983 -1.21252 0.94491
O 0.49572 -3.30036 0.84964
C 1.12214 -4.48268 0.22047
C 0.47630 -5.69689 0.83653
C 2.61432 -4.41717 0.44481
O -1.05044 -2.78010 -1.09243
C -2.26279 -3.56494 -0.72675
C -3.46456 -2.65055 -0.70413
C -2.35449 -4.66952 -1.74223
O 2.99239 -0.95697 0.94314
C 2.76207 -0.66143 2.41838
C 3.09787 -1.92965 3.15587
C 3.59868 0.52772 2.84172
H 6.60190 -0.03743 -0.79695
H 5.41585 -0.44747 0.46222
H 5.45868 1.19529 -0.22359
H 4.87544 0.20550 -2.45887
H 4.32003 -2.32604 -0.84746
H 5.56032 -2.14200 -2.10369
H 3.84943 -2.05904 -2.55822
H 1.78675 -2.23076 -1.33529
H 0.68774 -0.91225 -1.83792
H 0.90756 -4.46901 -0.84517
H 0.63904 -5.69358 1.91902
H 0.92198 -6.60326 0.41838
H -0.60193 -5.71996 0.64548
H 2.85486 -4.59907 1.49651
H 3.02745 -3.43989 0.16573
H 3.10199 -5.18936 -0.15849
H -2.11381 -3.99081 0.26491
H -3.61453 -2.20118 -1.69276
H -3.33320 -1.85455 0.03144
H -4.36193 -3.21668 -0.43997
H -2.47681 -4.24395 -2.74331
H -3.22280 -5.29699 -1.52244
H -1.45970 -5.30105 -1.73639
H 1.70797 -0.43148 2.54548
H 4.12122 -2.24432 2.91896
H 2.40191 -2.73664 2.89764
H 3.03225 -1.74427 4.23435
H 4.66527 0.29492 2.74657
H 3.38122 0.77176 3.88717
H 3.36557 1.41329 2.24233
Cl -3.64090 6.98173 -0.48671
C -2.30537 6.25195 0.31886
C -1.33891 7.02006 0.93504
C -0.28864 6.38413 1.56883
C -0.23444 5.00799 1.57292
N -1.18514 4.25680 0.96084
C -2.21198 4.88210 0.34531
H -1.41270 8.10326 0.92006
H 0.48495 6.95372 2.07060
H 0.55914 4.47452 2.07688
H -2.98541 4.27337 -0.11406

---

The calculation returns the following energy values, one per record and in order: -92356.8168; -80215.3924; -47465.3540; -6758.4666; -232186.5916 eV.
The calculation returns the following max |F| values, one per record and in order: 3.18; 4.16; 0.49; 4.26; 1.29 eV/A.